Record 1
103
Properties=species:S:1:pos:R:3 method="wB97M-V/def2-TZVPD" e_tot_ev=-47753.9238 smiles=COC[C@H](C)N.COC[C@H](C)N.COC[C@H](C)N.COC[C@H](C)N.COC[C@H](C)N.CCO.CCO gap_ha=0.34469 e_above_lowest_kcal_mol=32.4 spin_multiplicity=1
C 12.5463 14.9369 12.9894
O 11.8658 16.0597 13.4981
C 10.7198 15.7598 14.2397
C 10.1984 17.0538 14.8748
C 9.0976 16.7092 15.8843
N 9.6872 18.0261 13.9521
H 12.1139 14.4356 12.1436
H 12.7581 14.2177 13.7901
H 13.5236 15.3213 12.6686
H 9.9253 15.3559 13.5842
H 10.9400 14.9548 14.9661
H 11.0078 17.4946 15.4451
H 9.4124 15.9297 16.5815
H 8.2293 16.3196 15.3425
H 8.8330 17.6115 16.4628
H 10.3540 18.4511 13.3716
H 9.0122 17.6655 13.2836
C 10.6147 6.8545 15.0702
O 9.5807 6.8603 14.0900
C 10.0460 6.6191 12.7511
C 10.8123 7.8368 12.1212
C 9.9596 9.1004 12.1950
N 11.1031 7.4848 10.7231
H 11.1696 7.7846 15.0512
H 11.1962 5.9335 15.0840
H 10.1220 6.8558 16.0448
H 10.6989 5.7490 12.5896
H 9.1782 6.4439 12.0732
H 11.7599 8.0323 12.6605
H 10.4748 9.9075 11.6747
H 9.9437 9.3944 13.2647
H 8.9964 8.8580 11.7787
H 10.9947 8.2939 10.1236
H 12.0128 7.0476 10.6537
C 8.4705 15.2116 8.2105
O 8.1681 15.8405 9.4140
C 6.8469 15.6135 9.7545
C 6.4613 16.3279 11.0317
C 7.3647 15.9302 12.1322
N 5.0592 16.0012 11.1762
H 8.1945 14.1320 8.3411
H 9.5354 15.2722 7.9433
H 7.9197 15.6782 7.3552
H 6.2154 16.0224 8.9645
H 6.6088 14.5193 9.7502
H 6.5383 17.4159 10.9051
H 8.3783 16.2679 11.8431
H 7.4827 14.8549 12.2273
H 7.0634 16.3197 13.1171
H 4.7028 16.3388 12.0814
H 4.9914 14.9733 11.1955
C 11.6782 13.6842 6.8059
O 10.8195 12.8860 7.6524
C 9.7534 12.2851 6.9384
C 8.9175 11.4211 7.9241
C 9.7556 10.2443 8.4611
N 7.6566 10.8713 7.3896
H 12.0024 12.9693 6.0527
H 12.4511 14.0174 7.4504
H 11.2020 14.5548 6.3275
H 9.1960 13.0834 6.3977
H 10.1179 11.6267 6.1370
H 8.6285 12.0183 8.7855
H 9.8747 9.4802 7.6831
H 9.3584 9.7766 9.3570
H 10.7525 10.6674 8.6924
H 7.1776 11.5232 6.7368
H 7.9365 10.0513 6.8859
C 5.5925 14.4527 15.0674
O 6.7460 13.6911 15.1235
C 7.4847 13.6854 16.3217
C 8.6224 12.6705 16.1037
C 8.2430 11.2101 16.4703
N 9.7435 13.1361 16.8680
H 5.0464 14.1899 14.1679
H 5.9813 15.4838 15.2086
H 5.0070 14.2947 15.9588
H 7.7622 14.7017 16.5845
H 6.8027 13.3587 17.1722
H 8.8187 12.7868 15.0432
H 7.3694 10.8421 15.9185
H 8.0396 11.0661 17.5306
H 9.0931 10.5323 16.2266
H 10.6110 12.6446 16.6470
H 9.5280 13.0682 17.8724
C 9.5971 12.8373 12.5776
C 9.8705 13.4829 11.2413
O 10.8509 12.7074 10.5595
H 10.5707 12.6934 13.0847
H 9.2001 11.8215 12.4391
H 8.9344 13.4727 13.1797
H 10.2375 14.5264 11.3128
H 8.9334 13.5891 10.6596
H 10.7618 12.8473 9.5922
C 6.3386 10.8591 12.1842
C 6.8893 11.1019 10.7973
O 6.4260 10.1275 9.9062
H 5.2196 10.9309 12.0685
H 6.7140 11.5925 12.9277
H 6.4863 9.8297 12.5617
H 7.9921 11.1856 10.8798
H 6.5588 12.0593 10.4496
H 6.8796 10.2344 9.0315

=====

Record 2
114
Properties=species:S:1:pos:R:3 method="wB97M-V/def2-TZVPD" total_charge=-1 e_tot_ev=-88885.0188 gap_ha=0.24218 spin_multiplicity=1
Cl -3.3450 23.5924 0.9295
O -4.0666 23.3927 2.1508
O -4.1670 23.1864 -0.1632
O -2.9220 24.9844 0.7252
O -2.1813 22.8407 0.8738
O 0.0686 19.6028 2.3511
P 0.4770 20.8924 1.7644
N 1.8955 20.8577 0.8147
C 2.6513 22.0228 0.4512
C 2.5970 19.6348 0.4972
N 0.9572 21.9878 3.0917
C 0.5008 23.3805 3.2749
C 1.7766 21.4858 4.2115
N -0.7619 21.6175 0.8446
C -2.0270 20.9514 0.7115
C -0.5325 22.8081 -0.0050
H 2.2880 22.9824 0.8189
H 2.7692 22.1477 -0.6252
H 3.6730 21.9300 0.8193
H 1.9291 18.7879 0.3398
H 3.2973 19.4131 1.3025
H 3.3434 19.9084 -0.2486
H 1.2395 24.0384 2.8172
H -0.3741 23.4456 2.6281
H 0.4298 23.6738 4.3223
H 1.2984 21.0251 5.0759
H 2.5821 20.8029 3.9412
H 2.2386 22.3479 4.6924
H -2.6286 21.1808 1.5910
H -2.6905 21.3643 -0.0483
H -1.8366 19.9060 0.4686
H -0.3335 22.4283 -1.0071
H 0.3611 23.3527 0.2997
H -1.4583 23.3832 -0.0186
O -5.1328 24.7637 -4.5830
P -3.9654 24.4513 -3.7254
N -2.3904 24.8032 -4.3969
C -2.1244 26.0685 -5.0616
C -1.1155 24.3320 -3.8354
N -3.7462 22.7438 -3.3114
C -4.4144 22.0408 -2.2984
C -3.4672 21.7218 -4.3703
N -3.9920 25.3536 -2.2757
C -4.6976 26.6531 -2.1642
C -3.2107 25.0045 -1.0169
H -3.0901 26.4283 -5.4167
H -1.5640 25.8232 -5.9637
H -1.7631 26.9911 -4.6074
H -1.2318 23.5128 -3.1258
H -0.6780 25.0917 -3.1877
H -0.3820 24.1457 -4.6197
H -5.2967 21.5091 -2.6546
H -3.6911 21.3252 -1.9074
H -4.8920 22.7302 -1.6021
H -2.8726 22.1147 -5.1951
H -2.9520 20.8555 -3.9554
H -4.3824 21.3429 -4.8251
H -5.4797 26.7257 -1.4085
H -3.9071 27.3567 -1.9031
H -5.0970 27.0006 -3.1170
H -3.3634 23.9884 -0.6532
H -3.5162 25.7135 -0.2474
H -2.1367 25.1820 -1.0733
C -5.2451 22.1823 3.6573
C -6.5088 22.5197 2.8034
C -6.8813 24.0099 3.0815
O -8.0939 24.2464 2.3233
C -7.8442 25.3260 1.4642
N -6.1425 22.3555 1.3501
H -4.4541 22.9109 3.4798
H -4.8636 21.2351 3.2759
H -5.4530 22.1864 4.7273
H -7.3470 21.8611 3.0310
H -6.0381 24.6237 2.7646
H -7.1135 24.1008 4.1426
H -6.9474 25.1490 0.8705
H -7.6496 26.2381 2.0284
H -8.7470 25.5342 0.8899
H -5.3014 22.8852 1.1712
H -6.9070 22.8526 0.9158
C -5.6863 19.9900 -2.3479
C -4.2698 19.7351 -1.7651
C -3.7532 20.7170 -0.6436
O -4.6531 20.5872 0.4211
C -4.2936 21.2937 1.6811
N -4.2484 18.3391 -1.1638
H -5.9323 21.0458 -2.4612
H -6.4872 19.4522 -1.8405
H -5.6902 19.4692 -3.3055
H -3.5489 19.7544 -2.5824
H -3.7447 21.6669 -1.1780
H -2.7494 20.4077 -0.3522
H -4.8429 21.1939 2.6173
H -4.4199 22.3332 1.3783
H -3.2177 21.1609 1.7950
H -3.3065 17.9933 -1.0485
H -4.4975 17.7861 -1.9714
C -3.5374 27.6244 0.4672
C -4.8785 27.0830 1.1655
C -5.5081 26.0813 0.2177
O -6.5066 26.7357 -0.6374
C -7.1612 25.8450 -1.4027
N -4.4120 26.4023 2.3467
H -2.6290 27.0356 0.3391
H -3.2423 28.4397 1.1279
H -3.6928 27.8839 -0.5800
H -5.4955 27.9331 1.4567
H -6.0025 25.2823 0.7703
H -4.7812 25.4951 -0.3445
H -6.5650 25.0604 -1.8688
H -7.5917 26.4326 -2.2136
H -7.8106 25.2625 -0.7493
H -4.9839 26.1403 3.1369
H -3.9631 25.5534 2.0338

=====

Record 3
105
Properties=species:S:1:pos:R:3 method="wB97M-V/def2-TZVPD" e_tot_ev=-48544.1982 smiles=CC(C)O.CC(C)O.CC(C)O.CC(C)O.CC(C)O.CC(C)O.CC(C)O.CC(C)O.O.O.O gap_ha=0.36041 e_above_lowest_kcal_mol=35.1 spin_multiplicity=1
C -13.4098 15.7536 -11.4071
C -12.5785 15.7918 -12.7125
C -12.7192 14.5958 -13.7138
O -12.8668 16.9810 -13.4534
H -13.3444 16.6774 -10.8322
H -13.3017 14.8316 -10.8358
H -14.4699 15.7958 -11.6574
H -11.5729 15.8947 -12.3049
H -12.2742 14.7074 -14.7025
H -13.7873 14.3844 -13.7653
H -12.3371 13.6604 -13.3048
H -12.7091 17.7221 -12.8640
C -14.7195 19.1344 -9.1867
C -14.0500 19.1219 -7.7655
C -12.7850 18.2534 -7.7410
O -13.6734 20.4528 -7.5195
H -14.1922 19.8515 -9.8158
H -15.7840 19.3675 -9.1603
H -14.5769 18.1856 -9.7040
H -14.7401 18.8301 -6.9738
H -12.1192 18.6274 -8.5188
H -13.0413 17.2546 -8.0943
H -12.3408 18.2363 -6.7458
H -14.3769 20.9690 -7.9198
C -10.5961 13.9932 -5.9684
C -10.8982 13.5313 -7.4334
C -11.6028 14.6323 -8.1612
O -9.6879 13.2848 -8.1052
H -10.0212 14.9187 -6.0020
H -9.9966 13.2342 -5.4657
H -11.4927 14.1293 -5.3637
H -11.4721 12.6075 -7.5056
H -11.7058 14.5161 -9.2401
H -11.0258 15.5520 -8.0648
H -12.5580 14.9008 -7.7098
H -9.0041 12.9563 -7.5169
C -15.6728 13.6119 -8.4191
C -15.6939 12.7055 -7.1260
C -16.4390 11.3666 -7.2807
O -14.4182 12.3221 -6.6988
H -14.9222 13.1852 -9.0844
H -15.2243 14.5526 -8.0999
H -16.6374 13.7414 -8.9098
H -16.0903 13.2813 -6.2897
H -17.4530 11.6228 -7.5880
H -16.5309 10.8193 -6.3426
H -15.9472 10.7362 -8.0216
H -14.0172 11.7010 -7.3112
C -8.2313 16.7636 -14.9990
C -7.9209 15.2949 -14.6490
C -9.0931 14.2937 -14.9973
O -6.7653 14.9659 -15.3751
H -7.6316 17.5534 -14.5466
H -9.2597 16.9578 -14.6941
H -8.1901 16.8886 -16.0810
H -7.6568 15.0945 -13.6107
H -9.7788 14.2946 -14.1500
H -8.6777 13.2862 -15.0185
H -9.5523 14.5510 -15.9518
H -6.7982 15.3726 -16.2441
C -18.8512 19.3845 -12.3181
C -17.5523 18.9989 -11.6560
C -16.8311 17.8461 -12.2879
O -16.7117 20.1375 -11.7189
H -19.3886 20.1700 -11.7867
H -19.5501 18.5487 -12.3508
H -18.6951 19.7660 -13.3271
H -17.6200 18.8316 -10.5811
H -16.9101 17.8880 -13.3742
H -17.3253 16.8948 -12.0910
H -15.8089 17.7110 -11.9343
H -16.9671 20.6922 -10.9781
C -8.6551 17.2280 -8.9902
C -9.3627 17.9308 -10.1764
C -8.5767 18.0130 -11.4974
O -10.5411 17.2423 -10.2975
H -7.7528 17.7663 -8.6999
H -8.3842 16.2079 -9.2625
H -9.2221 17.2570 -8.0597
H -9.5767 18.9550 -9.8711
H -7.7556 18.7244 -11.4092
H -9.2635 18.3106 -12.2898
H -8.0369 17.1053 -11.7674
H -11.2058 17.6859 -10.8295
C -12.1751 12.1039 -16.6278
C -12.3490 10.6220 -17.1395
C -12.3908 10.5969 -18.6681
O -11.2033 9.9048 -16.7566
H -13.0983 12.5355 -16.2410
H -11.6305 12.8234 -17.2392
H -11.5768 12.1012 -15.7167
H -13.2526 10.1694 -16.7312
H -11.4632 10.8493 -19.1818
H -13.1152 11.3519 -18.9736
H -12.6678 9.6175 -19.0582
H -11.0022 10.0626 -15.8312
O -9.5884 14.5888 -10.8815
H -9.4554 14.2828 -9.9843
H -9.8140 15.5143 -10.7885
O -11.1959 12.2333 -10.5034
H -10.9258 13.1466 -10.5984
H -10.3928 11.7688 -10.2678
O -12.0813 19.1033 -11.6178
H -11.7005 19.7547 -11.0288
H -12.7741 19.5744 -12.0808

=====

Record 4
111
Properties=species:S:1:pos:R:3 method="wB97M-V/def2-TZVPD" e_tot_ev=-78401.7964 smiles="CCOS(C)(=O)=O.CCOS(C)(=O)=O.CCO.CCO.CCO.CCO.CCO.CCO.CCO.CCO.CCO" gap_ha=0.37178 e_above_lowest_kcal_mol=0.0 spin_multiplicity=1
C 9.6578 15.4695 6.3515
C 9.6196 16.8922 6.8833
O 10.9789 17.3942 7.0882
S 11.8136 16.8891 8.3675
C 13.1964 17.9852 8.0624
O 11.1391 17.2292 9.5808
O 12.1734 15.5078 8.0951
H 9.9170 14.7360 7.1283
H 10.4601 15.4824 5.6424
H 8.7165 15.1496 5.8813
H 9.3201 17.6609 6.1092
H 9.1924 17.1128 7.7867
H 12.8390 18.9255 8.2978
H 13.5941 17.8296 7.0682
H 13.9946 17.8373 8.8746
C 15.7441 10.1661 10.3649
C 14.4178 10.2495 9.6140
O 14.2803 9.2400 8.6178
S 13.8509 7.7119 8.9145
C 13.2827 7.3462 7.2872
O 15.0490 6.9954 9.2058
O 12.7769 7.7138 9.8382
H 15.7610 11.0510 10.9640
H 16.6178 10.2298 9.7072
H 15.7845 9.3003 11.0024
H 13.4897 10.0640 10.2032
H 14.2197 11.1979 9.0743
H 12.4308 7.9721 7.0325
H 13.0902 6.2466 7.2539
H 14.0393 7.5996 6.5264
C 12.2737 12.9952 17.1496
C 12.7551 14.3842 17.2668
O 12.4232 15.2257 16.0836
H 12.6236 12.4450 18.0476
H 12.6737 12.6023 16.2350
H 11.1620 12.8465 17.0282
H 13.8282 14.3014 17.5184
H 12.3001 14.9527 18.1189
H 12.9987 14.8987 15.3945
C 9.9816 12.0604 12.3813
C 10.0622 13.0577 13.4876
O 11.3801 12.9061 14.0346
H 10.7890 12.1292 11.6633
H 9.0155 12.0371 11.8849
H 10.0629 11.0487 12.7551
H 9.2836 12.9929 14.3004
H 9.9709 14.0924 13.1516
H 11.4634 13.5274 14.8132
C 14.5832 18.6484 11.9321
C 15.9186 18.2272 11.3337
O 15.7596 17.6369 10.0720
H 13.8720 17.7847 11.8686
H 14.2187 19.4573 11.3034
H 14.6932 19.0074 12.9606
H 16.5127 17.5988 11.9439
H 16.6083 19.0883 11.2998
H 16.0009 16.6648 10.1555
C 16.3802 15.7962 7.2766
C 15.1489 15.0081 7.6686
O 15.6074 13.7840 8.2629
H 16.8497 15.3144 6.4421
H 17.0278 15.8374 8.1412
H 16.1470 16.7679 6.9256
H 14.5078 14.7901 6.7978
H 14.5108 15.5604 8.4133
H 15.5217 12.9964 7.7257
C 9.7358 12.2034 8.5271
C 10.8147 11.2021 8.9807
O 10.3726 9.8914 8.5641
H 9.8512 13.0977 9.2204
H 8.7701 11.8106 8.6528
H 9.7740 12.5699 7.3992
H 10.8526 11.1250 10.0484
H 11.7867 11.3934 8.5336
H 10.9444 9.1976 8.8192
C 18.6133 13.7507 11.6338
C 17.3618 14.5691 11.8115
O 16.9347 15.1172 10.4884
H 19.4415 14.4618 11.3134
H 18.4909 12.9516 10.9553
H 18.9338 13.4047 12.6087
H 17.5592 15.4016 12.5016
H 16.5502 13.9079 12.2792
H 16.6058 14.3845 9.9354
C 16.2627 16.3495 15.4558
C 15.0772 16.1665 14.5721
O 14.6970 14.7864 14.4743
H 16.0450 16.0732 16.4690
H 16.6181 17.4700 15.4363
H 17.1581 15.7898 15.0514
H 15.3777 16.6025 13.6622
H 14.1975 16.7509 14.9234
H 14.6331 14.4737 13.5349
C 12.7772 8.1815 14.1309
C 11.8641 9.4084 14.0427
O 12.4726 10.4869 13.4014
H 12.3533 7.5106 14.8394
H 13.7229 8.5430 14.5864
H 12.9395 7.7382 13.1374
H 11.5180 9.6671 15.0140
H 10.9493 9.1488 13.3975
H 12.1930 11.3174 13.8730
C 12.4911 14.4066 11.3451
C 13.4624 13.3502 10.8362
O 14.4431 12.8656 11.8010
H 13.0113 15.1887 11.8811
H 11.8801 13.8447 12.0003
H 11.9251 14.7614 10.4733
H 14.0829 13.7281 10.0729
H 13.0078 12.4736 10.4656
H 14.0626 12.2108 12.3161